1.
ORCA calculation (ωB97M-V/def2-TZVPD) on a 9-piece molecular cluster, C39H102N8O9 overall.

For the lowest unoccupied orbital energy, the calculation gives 0.61 eV. The largest force on an atom is 4.70 eV Å⁻¹. The calculated total energy is -72437.4915 eV. The structure (SMILES) is CC1(C)CCCC(C)(C)N1O.COC[C@H](C)N.COC[C@H](C)N.COC[C@H](C)N.COC[C@H](C)N.COC[C@H](C)N.COC[C@H](C)N.COC[C@H](C)N.CCO. The HOMO-LUMO gap is 8.240 eV.

Geometry as XYZ:
```
158
Properties=species:S:1:pos:R:3:lowdin_charge:R:1
C 13.293 11.343 -6.084 -0.0248
C 13.839 11.460 -7.524 -0.4268
C 13.740 12.926 -8.106 -0.0199
C 15.343 11.035 -7.471 -0.1873
C 15.579 9.613 -7.345 -0.2097
C 14.920 8.869 -8.549 -0.1128
C 13.377 9.118 -8.715 -0.4332
C 13.043 8.703 -10.155 -0.0528
C 12.507 8.246 -7.689 -0.0018
N 13.155 10.615 -8.585 -0.1429
O 11.870 10.926 -8.802 -0.0244
H 13.399 12.354 -5.692 0.0725
H 12.233 11.115 -6.205 0.0722
H 13.787 10.636 -5.418 0.0807
H 13.730 12.958 -9.196 0.0856
H 12.765 13.305 -7.800 0.0569
H 14.474 13.603 -7.669 0.0743
H 15.830 11.418 -8.368 0.1229
H 15.698 11.542 -6.573 0.1220
H 16.651 9.438 -7.250 0.1183
H 15.058 9.261 -6.456 0.0966
H 15.212 7.820 -8.493 0.1160
H 15.417 9.374 -9.377 0.1103
H 13.493 7.725 -10.322 0.0864
H 13.529 9.369 -10.868 0.0894
H 11.980 8.593 -10.368 0.0706
H 12.938 8.468 -6.714 0.0608
H 12.632 7.175 -7.854 0.0765
H 11.457 8.540 -7.712 0.0623
H 11.841 10.864 -9.759 0.0669
C 6.053 7.641 -9.428 -0.1119
O 6.526 8.262 -8.245 -0.1981
C 7.791 8.929 -8.458 -0.1745
C 8.211 9.800 -7.232 -0.3878
C 8.458 8.969 -5.938 -0.0625
N 7.185 10.833 -7.011 0.0550
H 5.295 6.877 -9.256 0.0850
H 6.882 7.125 -9.914 0.0770
H 5.626 8.375 -10.111 0.0830
H 8.428 8.061 -8.629 0.1208
H 7.752 9.621 -9.299 0.0974
H 9.099 10.400 -7.428 0.1165
H 7.508 8.528 -5.635 0.0677
H 8.858 9.576 -5.126 0.0595
H 9.057 8.063 -6.027 0.0625
H 7.557 11.753 -7.199 0.0162
H 6.521 10.606 -7.737 0.0554
C 6.594 12.496 -11.861 -0.1175
O 6.886 13.293 -12.943 -0.1987
C 6.945 14.679 -12.673 -0.2018
C 7.482 15.417 -13.872 -0.3780
C 8.921 14.971 -14.161 -0.0869
N 7.644 16.892 -13.632 0.0273
H 6.331 11.518 -12.263 0.0818
H 5.610 12.801 -11.504 0.0931
H 7.444 12.528 -11.179 0.0773
H 5.919 14.978 -12.460 0.1275
H 7.531 14.909 -11.783 0.1176
H 6.926 15.251 -14.794 0.1385
H 9.534 15.176 -13.283 0.0664
H 9.392 15.480 -15.002 0.0724
H 9.004 13.927 -14.463 0.0635
H 8.249 17.298 -14.332 0.0532
H 8.232 17.101 -12.837 0.0473
C 11.681 16.537 -2.582 -0.1101
O 10.939 15.361 -2.642 -0.1814
C 9.965 15.296 -3.675 -0.2090
C 9.685 13.835 -3.845 -0.3683
C 10.874 13.138 -4.553 -0.0536
N 8.510 13.546 -4.698 0.0396
H 12.260 16.517 -1.658 0.0890
H 11.088 17.445 -2.695 0.0886
H 12.477 16.402 -3.314 0.0836
H 9.078 15.872 -3.412 0.1158
H 10.241 15.767 -4.618 0.0935
H 9.422 13.364 -2.897 0.1410
H 11.101 13.566 -5.529 0.0554
H 10.788 12.054 -4.619 0.0728
H 11.797 13.339 -4.008 0.0747
H 8.355 12.574 -4.926 0.0726
H 7.640 13.685 -4.205 0.0127
C 12.745 16.341 -7.098 -0.0981
O 12.153 16.152 -8.364 -0.2396
C 12.810 16.753 -9.471 -0.1574
C 11.885 16.560 -10.723 -0.4399
C 12.227 17.492 -11.841 -0.0685
N 10.443 16.567 -10.503 0.0670
H 12.981 17.372 -6.835 0.0890
H 13.646 15.734 -7.191 0.0745
H 12.147 15.968 -6.267 0.0718
H 13.011 17.785 -9.182 0.1202
H 13.773 16.272 -9.647 0.1256
H 12.078 15.539 -11.051 0.1162
H 12.467 18.502 -11.508 0.0794
H 11.430 17.507 -12.584 0.0739
H 13.121 17.142 -12.357 0.0798
H 10.396 16.162 -9.579 0.0394
H 10.294 17.513 -10.184 0.0768
C 3.152 16.620 -5.434 -0.0901
O 4.553 16.504 -5.460 -0.2448
C 5.091 15.230 -5.153 -0.1834
C 5.036 14.826 -3.675 -0.4290
C 5.647 15.889 -2.772 -0.0358
N 5.888 13.672 -3.554 0.0297
H 2.756 15.804 -6.039 0.0934
H 2.760 17.610 -5.671 0.0945
H 2.828 16.369 -4.424 0.0806
H 4.652 14.441 -5.764 0.1308
H 6.118 15.311 -5.507 0.1173
H 3.981 14.628 -3.485 0.1328
H 6.565 16.240 -3.244 0.0665
H 5.955 15.481 -1.809 0.0760
H 5.012 16.729 -2.493 0.0800
H 5.837 13.403 -2.581 0.0921
H 5.348 12.922 -3.961 0.0980
C 9.212 17.952 -5.918 -0.1119
O 8.208 18.943 -6.112 -0.1767
C 6.987 18.714 -5.357 -0.1675
C 5.792 19.645 -5.769 -0.3568
C 4.776 19.985 -4.657 -0.0681
N 5.038 19.017 -6.909 0.0419
H 10.067 18.191 -6.550 0.0812
H 8.880 16.969 -6.251 0.0823
H 9.668 17.893 -4.929 0.0659
H 6.713 17.660 -5.410 0.0906
H 7.189 18.827 -4.292 0.1147
H 6.238 20.570 -6.136 0.1298
H 4.002 20.672 -4.998 0.0731
H 5.235 20.548 -3.845 0.0680
H 4.220 19.206 -4.134 0.0607
H 4.789 18.124 -6.509 0.0108
H 5.774 18.672 -7.509 0.0624
C 11.004 12.448 -12.351 -0.0773
O 11.267 11.149 -11.762 -0.2271
C 11.084 10.076 -12.733 -0.1336
C 9.526 9.915 -13.123 -0.4360
C 8.613 9.551 -11.976 -0.0658
N 9.470 8.789 -14.009 0.0163
H 9.953 12.673 -12.172 0.0705
H 11.280 12.467 -13.405 0.0928
H 11.600 13.178 -11.803 0.0743
H 11.695 10.236 -13.622 0.1145
H 11.430 9.132 -12.313 0.0996
H 9.192 10.753 -13.734 0.1303
H 8.741 8.542 -11.585 0.0841
H 7.604 9.585 -12.387 0.0707
H 8.730 10.307 -11.199 0.0558
H 10.090 9.148 -14.721 0.0664
H 8.590 8.842 -14.501 0.0769
C 9.648 13.375 -9.473 -0.0688
C 9.536 13.636 -7.970 -0.2859
O 8.209 13.488 -7.460 -0.1340
H 9.008 14.042 -10.050 0.0639
H 9.416 12.328 -9.667 0.0614
H 10.711 13.366 -9.713 0.0595
H 9.972 14.581 -7.646 0.0955
H 10.064 12.873 -7.397 0.0869
H 8.101 13.920 -6.609 0.0243
```

***

2.
ORCA calculation (ωB97M-V/def2-TZVPD) on a 13-piece molecular cluster, C39H103N7O31P6 overall.

For the lowest unoccupied orbital energy, the calculation gives -0.18 eV. The largest force on an atom is 5.03 eV Å⁻¹. The calculated total energy is -171760.0598 eV. The HOMO-LUMO gap is 9.038 eV. Its relative energy (zero: lowest compared OMol25 entry of this formula, charge and spin) is 23.0 kcal/mol.

Geometry as XYZ:
```
186
Properties=species:S:1:pos:R:3:lowdin_charge:R:1
C 10.546 1.060 -2.808 0.0028
C 9.641 0.951 -4.026 -0.5518
O 8.769 1.810 -4.229 0.0041
N 9.867 -0.052 -4.899 -0.0022
C 8.954 -0.361 -6.023 -0.0518
H 11.091 2.001 -2.736 0.0856
H 11.233 0.231 -2.983 0.0639
H 9.896 0.922 -1.944 0.0875
H 10.794 -0.451 -4.870 0.1267
H 8.485 -1.332 -5.868 0.0767
H 9.542 -0.328 -6.940 0.0803
H 8.154 0.371 -6.129 0.0784
C -6.761 1.607 -7.754 -0.0008
C -5.341 1.032 -7.855 -0.5389
O -5.105 -0.169 -7.706 0.0148
N -4.306 1.862 -8.074 0.0025
C -4.400 3.290 -7.953 -0.1012
H -7.383 0.733 -7.946 0.0818
H -7.019 2.443 -8.404 0.0686
H -6.960 1.952 -6.739 0.0836
H -3.402 1.427 -8.190 0.1452
H -4.448 3.566 -6.899 0.0816
H -5.192 3.819 -8.483 0.0797
H -3.461 3.733 -8.287 0.0831
C -0.485 -1.773 11.041 -0.0087
C -1.194 -2.051 9.729 -0.5388
O -0.735 -1.526 8.675 -0.0116
N -2.273 -2.794 9.723 0.0054
C -3.132 -3.085 8.619 -0.0836
H 0.459 -1.233 10.977 0.0833
H -0.243 -2.634 11.664 0.0757
H -1.157 -1.159 11.640 0.0801
H -2.556 -3.269 10.568 0.1449
H -4.183 -3.051 8.909 0.0880
H -2.888 -3.901 7.939 0.0855
H -3.087 -2.326 7.838 0.0805
C 4.088 -6.056 -4.236 -0.0052
C 2.967 -7.146 -4.432 -0.5183
O 3.099 -8.034 -5.302 0.0009
N 1.936 -7.064 -3.598 -0.0028
C 0.886 -8.046 -3.612 -0.0752
H 5.013 -6.231 -4.786 0.0697
H 4.347 -5.993 -3.179 0.0656
H 3.802 -5.088 -4.649 0.0653
H 1.840 -6.360 -2.880 0.1459
H -0.044 -7.537 -3.867 0.0818
H 0.783 -8.405 -2.588 0.0831
H 0.927 -8.878 -4.315 0.0894
C 0.038 3.709 8.030 -0.0053
C -1.384 4.104 8.102 -0.6510
O -1.686 5.233 8.163 0.0937
N -2.259 3.104 8.111 0.0003
C -3.665 3.189 8.346 -0.0817
H 0.290 3.047 8.858 0.0837
H 0.688 4.572 8.174 0.0894
H 0.157 3.157 7.098 0.0875
H -1.885 2.166 8.139 0.1374
H -4.087 4.181 8.188 0.0874
H -3.937 2.867 9.352 0.0804
H -4.199 2.537 7.655 0.0776
C 6.196 5.873 7.641 -0.0122
C 6.161 4.393 7.716 -0.6081
O 6.129 3.849 8.840 0.0054
N 6.077 3.745 6.598 0.0177
C 5.815 2.287 6.474 -0.0369
H 5.564 6.218 8.459 0.0921
H 5.987 6.373 6.695 0.0750
H 7.236 6.184 7.742 0.0869
H 5.949 4.328 5.783 0.1356
H 6.792 1.814 6.575 0.0821
H 5.360 2.065 5.508 0.0805
H 5.219 1.864 7.282 0.0819
C -2.842 -6.620 2.290 -0.0031
C -4.058 -7.564 2.288 -0.5515
O -4.555 -7.897 1.208 0.0258
N -4.513 -8.039 3.445 -0.0147
C -5.595 -8.975 3.659 -0.0713
H -1.963 -7.243 2.124 0.0793
H -2.723 -6.007 3.184 0.0693
H -2.951 -5.965 1.426 0.0798
H -3.852 -8.079 4.207 0.1308
H -6.552 -8.490 3.467 0.0858
H -5.564 -9.242 4.715 0.0835
H -5.534 -9.835 2.992 0.0863
C 0.947 -2.186 -7.262 -0.1130
O 0.988 -1.594 -8.567 -0.2524
P 2.103 -0.384 -8.974 0.5326
O 1.914 0.119 -10.341 -0.2276
O 1.903 0.620 -7.689 -0.2260
C 2.932 1.554 -7.391 -0.1200
O 3.535 -1.147 -8.643 -0.2521
C 3.954 -2.319 -9.333 -0.1103
H -0.075 -2.104 -6.893 0.0898
H 1.666 -1.694 -6.606 0.0752
H 1.257 -3.230 -7.239 0.0827
H 3.887 1.412 -7.896 0.0875
H 3.169 1.452 -6.332 0.0849
H 2.633 2.601 -7.433 0.0871
H 4.430 -3.049 -8.678 0.0848
H 4.686 -2.101 -10.110 0.0887
H 3.114 -2.884 -9.737 0.0880
C -1.101 0.270 -2.292 -0.0909
O -0.446 -0.907 -1.776 -0.2234
P 0.650 -0.968 -0.581 0.4591
O 1.296 -2.305 -0.421 -0.2567
O -0.206 -0.455 0.684 -0.2270
C 0.420 -0.187 1.906 -0.1167
O 1.643 0.291 -0.915 -0.2381
C 3.085 0.183 -0.760 -0.0843
H -0.677 0.442 -3.281 0.0834
H -1.076 1.204 -1.730 0.0880
H -2.138 0.000 -2.493 0.0864
H 0.247 0.853 2.183 0.0922
H 1.474 -0.456 1.976 0.0909
H -0.156 -0.781 2.616 0.0914
H 3.458 1.031 -0.185 0.0844
H 3.577 0.341 -1.720 0.0820
H 3.369 -0.773 -0.321 0.0794
C -7.034 -3.375 -3.440 -0.0489
O -7.778 -2.079 -3.582 -0.2495
P -9.413 -2.062 -3.524 0.4783
O -9.876 -2.895 -2.387 -0.2609
O -9.917 -0.496 -3.427 -0.2474
C -10.383 0.089 -2.182 -0.0858
O -9.888 -2.587 -5.009 -0.2235
C -11.260 -2.416 -5.343 -0.1177
H -7.668 -4.260 -3.497 0.0819
H -6.632 -3.332 -2.428 0.0839
H -6.228 -3.457 -4.169 0.0845
H -10.030 -0.478 -1.321 0.0809
H -11.466 0.172 -2.086 0.0863
H -9.930 1.081 -2.184 0.0845
H -11.697 -3.406 -5.473 0.0935
H -11.511 -1.781 -6.193 0.0879
H -11.744 -1.883 -4.524 0.0718
C -4.596 4.296 0.932 -0.0811
O -4.955 5.619 1.461 -0.2053
P -6.054 6.516 0.728 0.4023
O -6.142 7.913 1.153 -0.2216
O -5.633 6.304 -0.785 -0.2190
C -6.245 7.064 -1.865 -0.0741
O -7.444 5.625 0.924 -0.2484
C -8.012 5.501 2.204 -0.1216
H -3.555 4.310 0.608 0.0827
H -5.069 4.028 -0.012 0.0773
H -4.710 3.404 1.549 0.0872
H -5.500 7.257 -2.637 0.0824
H -6.752 8.002 -1.641 0.0921
H -6.911 6.437 -2.459 0.0831
H -7.690 6.312 2.857 0.0872
H -7.618 4.552 2.567 0.0865
H -9.098 5.492 2.104 0.0902
C 8.707 -3.760 1.808 -0.0862
O 7.503 -3.315 2.492 -0.2401
P 6.869 -4.111 3.778 0.5094
O 7.632 -3.897 5.037 -0.2388
O 5.337 -3.523 3.831 -0.2453
C 4.380 -3.988 4.782 -0.1036
O 6.653 -5.621 3.148 -0.2432
C 5.803 -5.847 2.074 -0.1389
H 9.532 -3.123 2.127 0.0871
H 8.631 -3.600 0.733 0.0818
H 8.969 -4.815 1.893 0.0866
H 3.435 -4.259 4.312 0.0846
H 4.155 -3.210 5.512 0.0920
H 4.693 -4.929 5.236 0.0880
H 6.184 -6.517 1.303 0.0935
H 5.500 -4.884 1.664 0.0855
H 4.884 -6.296 2.451 0.0877
C 1.152 6.479 -1.128 -0.1203
O 1.828 5.701 -0.125 -0.2444
P 2.871 6.508 0.941 0.5179
O 3.534 5.659 1.996 -0.2683
O 1.993 7.660 1.682 -0.2202
C 0.974 7.189 2.564 -0.1245
O 3.877 7.343 -0.021 -0.2365
C 4.951 6.691 -0.772 -0.0682
H 0.340 5.970 -1.647 0.0831
H 1.856 6.582 -1.953 0.0752
H 0.793 7.467 -0.839 0.0896
H -0.007 7.622 2.370 0.0894
H 1.174 7.507 3.587 0.0876
H 0.853 6.124 2.762 0.0879
H 5.770 7.364 -1.026 0.0884
H 4.641 6.300 -1.742 0.0803
H 5.287 5.839 -0.182 0.0829
```